No. 1
Here is a molecular structure, C16H47AsF6O7 in a non-equilibrium geometry from OMol25. Energies are from the ωB97M-V functional and the def2-TZVPD basis.

Geometry as XYZ:
```
77
Properties=species:S:1:pos:R:3:forces:R:3
As 0.2558 0.1231 0.6258 1.572 2.438 -2.088
F 1.4555 0.4462 1.9687 -2.209 -1.147 -1.378
F -0.6043 1.6337 1.1406 0.828 -2.076 -0.037
F -0.9656 0.0592 -0.6777 0.790 -0.865 1.325
F 1.1127 -1.3525 0.0546 -1.061 1.645 0.835
F -0.6619 -0.9668 1.7271 0.091 0.636 -0.162
F 1.2497 1.1463 -0.5566 -1.346 -1.977 1.848
O -0.5531 -3.3143 2.8576 1.538 -0.711 0.163
O -3.2285 -3.2441 2.3669 1.569 -0.757 -0.297
O 1.7610 -1.0583 -5.0534 0.123 -0.061 0.008
O 1.8224 3.3968 0.4603 1.002 2.103 1.537
O -0.7168 -1.0838 -3.7343 2.832 -1.500 0.910
O 3.7944 1.3800 1.9384 -0.941 2.553 -0.342
O -4.9845 2.5040 3.4331 -0.489 0.492 -0.054
C -2.8831 -1.4380 -4.4573 -1.342 -0.355 -1.489
C 5.1509 -0.2668 0.8467 0.052 -0.100 0.715
C -1.7503 -0.4659 -4.3444 -2.018 0.528 0.393
C -3.6236 0.5971 3.6166 0.097 -0.486 0.461
C 1.3894 3.8433 2.9881 0.164 -0.340 -1.477
C 4.7387 0.4433 2.1606 1.165 -1.860 -0.434
C -2.9235 -2.5239 -0.1091 0.433 -0.998 1.284
C 2.5431 0.4064 -3.3497 -0.318 2.705 0.302
C -2.1975 0.7254 -3.5596 0.162 1.538 -0.144
C -5.1209 -2.6944 1.1123 0.297 0.414 -0.489
C 4.1098 -0.7675 -4.9383 -0.699 -0.121 0.862
C -3.6202 -2.3859 1.2609 -1.179 0.258 -0.460
C -3.9771 1.7911 2.7608 0.460 -0.869 0.888
C 5.9216 0.9549 2.9877 0.016 -0.968 -0.019
C 1.5761 4.3882 1.5366 -0.148 -0.908 -0.791
C 2.7925 -0.8425 -4.0984 0.788 -0.424 -1.356
H 4.2967 -0.8227 0.4601 -0.111 0.196 -0.204
H -5.3563 -3.7293 0.8644 0.649 -0.218 -0.117
H 4.5959 0.1732 -4.6795 0.628 -0.400 0.184
H -3.0594 -3.5514 -0.4465 -0.098 -0.003 -0.296
H 3.9506 -0.7197 -6.0155 -0.452 -0.194 0.118
H -5.4996 -2.1160 0.2696 -0.450 0.304 0.411
H -2.5835 -2.2573 -5.1109 0.029 -0.399 0.434
H -1.4287 -3.6994 2.7756 -2.197 -0.191 -0.402
H -3.7461 -1.0171 -4.9732 -0.026 0.416 -0.224
H 4.6424 -1.6869 -4.6951 0.705 0.415 -0.202
H -2.6590 0.1577 3.3625 0.055 0.073 -0.291
H -5.6446 -2.5382 2.0555 -0.267 0.592 -0.117
H 2.9555 0.9232 2.0345 0.006 0.756 -0.410
H 6.3703 1.8887 2.6488 -0.575 0.255 0.120
H 5.6121 0.9286 4.0326 0.145 0.739 0.067
H 0.8051 5.0886 1.2157 -0.966 -0.507 0.188
H -4.3798 1.3891 1.8311 0.471 0.452 -0.544
H -1.4274 -0.1553 -5.3380 0.131 -0.020 -0.034
H -4.3852 -0.1772 3.5247 -0.118 -0.075 0.051
H 6.7470 0.2451 2.9335 -0.002 -0.271 -0.079
H 1.1637 2.7326 0.2446 -0.457 0.523 0.658
H 4.1522 -0.2879 2.7168 0.931 -0.978 0.680
H 5.5216 0.4234 0.0889 -0.010 0.047 0.070
H 2.8220 1.2511 -3.9795 -0.065 0.121 -0.514
H -3.3388 -1.7625 -3.5219 0.642 -0.225 0.303
H -1.3669 1.3009 -3.1510 0.321 0.098 -0.452
H 1.0605 4.6622 3.6279 -0.024 -0.155 0.126
H -5.0617 3.3067 2.9121 -0.446 0.294 0.256
H 2.3047 3.3809 3.3575 0.246 0.384 -0.039
H 0.6902 3.0071 2.9847 -0.458 0.281 0.039
H -3.3530 -1.8268 -0.8286 -0.077 -0.026 0.220
H 3.0770 0.6974 -2.4451 0.312 -1.021 0.250
H 2.3831 5.1209 1.5333 0.821 -0.699 -0.135
H -3.9405 -3.0815 2.9899 0.143 -0.282 0.399
H -3.4198 -1.3986 1.6772 -0.419 0.364 -0.518
H 5.9085 -1.0120 1.0893 0.230 -0.016 -0.176
H 2.8758 -1.6852 -3.4120 -0.159 -0.288 0.060
H -0.6070 -2.3563 2.8877 -0.138 1.794 -0.769
H -3.5636 0.8656 4.6713 -0.055 0.192 0.003
H -2.7211 1.3352 -4.2958 -0.398 0.432 0.521
H 0.9316 -0.9229 -4.5895 -0.466 -0.205 0.135
H -1.8497 -2.3438 -0.0576 -0.050 0.143 0.039
H 1.5018 0.6352 -3.1229 -0.223 -0.594 0.090
H -2.7841 0.5539 -2.6571 -0.452 -0.527 -0.284
H -3.0945 2.4286 2.7084 0.083 -0.093 -0.785
H -0.8614 -1.1579 -2.7882 -0.002 0.129 0.194
H -0.0993 -3.6239 3.6449 0.384 -0.393 0.465
```
Forces are in eV/Å.

Calculated values
LUMO = -1.670 eV
total charge = 0
ΔE to the lowest compared entry with this formula, charge and spin = 68.4 kcal per mole
orbital gap = 7.09 eV

These are the Mulliken partial charges, in e, on atoms 1 to 6: number 1, As, carries 2.21; number 2, F, carries -0.70; number 3, F, carries -0.51; number 4, F, carries -0.46; number 5, F, carries -0.53; number 6, F, carries -0.46

=====

No. 2
Here is a molecular structure, C16H47B3N6O8P2S in a non-equilibrium geometry from OMol25. Energies are from the ωB97M-V functional and the def2-TZVPD basis.

Geometry as XYZ:
```
83
Properties=species:S:1:pos:R:3:forces:R:3
S 0.6111 -1.3622 -4.5413 0.948 0.173 -0.130
P 2.2863 3.6010 0.2167 -1.569 4.351 -2.268
P 0.7367 -3.4944 3.6581 -3.930 3.243 0.530
O 1.8319 -0.8566 -3.9588 -0.117 -0.067 0.415
O -2.0971 -0.6273 -3.8522 0.323 -0.140 -1.304
O 3.7522 3.7009 0.4142 -0.019 -2.473 1.272
O -2.6012 1.5272 -4.8409 0.524 -0.680 -0.823
O 0.2823 -4.6319 2.8230 2.527 -1.066 0.100
O -6.4686 -1.6358 -6.2508 -0.037 -0.376 0.059
O -0.5088 1.0994 -3.8729 0.808 -0.236 -1.463
O 0.5463 -1.3830 -5.9897 -0.493 -0.041 -0.024
N 2.1063 3.5009 -1.4674 0.212 -0.367 -0.021
N 2.0473 -2.5851 4.2882 1.397 -1.803 -1.125
N 0.1296 -2.1624 2.7528 -0.193 -0.035 -0.084
N 1.7727 5.1361 0.7977 0.136 0.108 -0.067
N 0.8056 2.8419 0.6476 1.482 -1.446 1.432
N -0.1416 -3.6784 5.1027 0.276 -0.329 0.106
C -0.2773 -2.6647 6.1325 0.284 0.180 0.209
C 1.0093 6.0509 -0.0296 -0.360 -0.115 0.037
C -0.2475 -2.4580 1.3769 -0.050 -0.146 -0.132
C 2.7442 5.8614 1.6090 0.156 0.005 0.009
C 2.9315 2.4897 -2.1322 0.433 0.068 0.017
C -0.7712 -1.1848 3.3330 0.234 0.239 0.179
C 0.9235 1.3695 0.5359 -0.095 -0.096 -0.510
C -4.1425 -0.4799 -5.3947 -0.112 -0.150 1.114
C 0.3719 -3.0164 -3.9533 0.002 -0.307 -0.379
C -6.2706 -1.7531 -4.8418 0.080 0.011 0.035
C -4.8086 -1.5109 -4.4481 -0.323 0.336 -0.262
C 0.2793 3.1311 1.9969 -0.227 0.182 0.058
C -0.0873 -5.0081 5.7050 -0.208 -0.320 -0.232
C 0.8562 3.6726 -2.1804 -0.440 -0.186 0.011
C 2.8088 -1.7586 3.3280 -0.045 0.308 -0.045
C 3.0278 -3.4731 4.9610 -0.226 -0.001 0.497
B -2.9306 0.1811 -4.6746 -0.626 0.037 0.279
B -1.2346 1.7445 -4.8834 -0.478 0.578 0.875
B -0.8015 -0.2263 -4.0187 -0.389 0.041 1.745
H -0.2554 -1.5307 0.7961 -0.029 0.073 0.116
H 3.0970 2.7674 -3.1747 -0.084 0.038 -0.005
H 2.5462 -4.0445 5.7552 -0.069 0.001 -0.054
H 3.8113 -2.8765 5.4255 -0.027 0.064 -0.026
H 3.2588 5.1933 2.2940 0.045 -0.031 -0.069
H -4.8867 0.2787 -5.6358 0.122 0.040 -0.363
H -0.0382 0.8968 0.7341 -0.045 0.097 0.042
H -1.0622 -2.9735 6.8261 0.003 -0.107 -0.044
H -0.7012 2.3552 -5.7453 -0.049 0.262 0.151
H -0.2442 -3.5477 -4.6746 -0.273 0.068 0.150
H 1.6615 0.9623 1.2352 -0.087 -0.072 0.062
H -6.5958 -2.7370 -4.4979 -0.032 0.017 0.078
H 2.2203 6.6073 2.2127 -0.083 0.004 -0.079
H -6.7948 -2.4818 -6.5706 0.031 0.152 -0.098
H 0.6395 -2.5146 6.7189 0.007 -0.025 -0.022
H 0.0436 5.6239 -0.3051 0.059 -0.042 -0.040
H -1.7120 -1.6286 3.6831 -0.009 0.051 0.024
H 3.5009 6.3742 1.0037 0.031 -0.010 0.035
H -0.5846 -1.7048 5.7361 0.111 -0.032 -0.051
H -1.0142 -0.4225 2.5892 -0.008 -0.097 -0.094
H 0.3286 4.5791 -1.9066 0.053 -0.068 0.162
H 1.0644 3.7631 -3.2494 0.159 -0.082 0.024
H 3.6822 -1.3486 3.8366 0.017 -0.142 0.077
H 0.4732 -3.1211 0.9054 -0.031 -0.077 0.067
H -0.5807 2.4847 2.1822 0.081 -0.124 -0.073
H -6.9029 -1.0098 -4.3506 -0.023 0.052 -0.053
H -1.2378 -2.9232 1.2999 0.015 -0.024 -0.038
H 3.1514 -2.3258 2.4581 0.063 0.017 0.000
H -4.2559 -2.4484 -4.4075 0.130 0.045 -0.069
H 2.2180 -0.9161 2.9844 -0.140 -0.109 -0.033
H -0.0260 -3.0585 -2.9432 -0.023 0.115 0.021
H -0.2956 -0.6465 4.1547 -0.010 -0.070 0.018
H 1.3639 -3.4656 -3.9920 0.085 0.113 0.134
H 2.4707 1.4942 -2.1207 -0.045 0.035 -0.124
H -4.8173 -1.0844 -3.4416 0.018 -0.257 0.130
H 0.7763 6.9528 0.5402 0.124 -0.005 0.057
H 0.7998 -5.1465 6.3377 -0.067 0.034 0.076
H -0.0724 4.1546 2.0681 0.161 0.065 -0.075
H 1.2180 1.0773 -0.4732 0.054 0.098 -0.001
H -0.0788 -5.7776 4.9358 0.038 0.078 -0.070
H -3.8080 -0.9857 -6.3012 -0.099 0.196 -0.180
H -0.9712 -5.1764 6.3234 -0.005 0.086 0.019
H 1.0171 2.9576 2.7860 -0.039 -0.042 0.042
H 3.4933 -4.1783 4.2662 0.078 0.049 -0.008
H 0.1729 2.8236 -2.0530 0.003 0.010 0.003
H 3.9074 2.4194 -1.6563 -0.047 0.056 0.091
H 1.5474 6.3520 -0.9376 -0.052 0.018 -0.017
```
Forces are in eV/Å.

Calculated values
LUMO = 0.156 eV
total charge = 0
orbital gap = 8.59 eV

These are the Mulliken partial charges, in e, on atoms 1 to 6: number 1, S, carries 1.21; number 2, P, carries 0.58; number 3, P, carries 0.56; number 4, O, carries -0.63; number 5, O, carries -0.25; number 6, O, carries -0.85

=====

No. 3
Here is 10 unconnected molecules or ions with the total composition C16H47N19O14 in a non-equilibrium geometry from OMol25. Energies are from the ωB97M-V functional and the def2-TZVPD basis.

Geometry as XYZ:
```
96
Properties=species:S:1:pos:R:3:forces:R:3
O 0.5018 -2.0801 -4.6214 -1.197 -0.591 3.343
O 7.1587 0.6735 0.8740 -0.581 0.449 -0.097
O -4.7775 -2.2290 5.8119 0.580 0.034 0.191
O -4.2210 1.4868 -4.7086 -0.117 -1.089 3.141
O -2.7413 -1.6765 3.0240 -0.074 0.017 -0.196
O -3.8902 2.0422 0.0940 0.029 0.312 -0.357
O -9.2429 1.8109 -0.1206 -0.071 -0.016 0.009
O -3.8981 -0.3110 -3.6630 1.749 -1.019 0.386
O 9.6339 2.3811 -0.7686 0.154 -0.370 -0.354
O -1.3137 -2.6956 -3.2092 4.786 1.855 -0.737
O 3.1657 1.4128 -2.3366 -0.196 0.008 -0.195
O -9.1511 -4.9558 5.9564 -0.069 0.265 -0.144
O 11.1062 4.5021 -5.4294 0.080 0.098 -0.042
O 0.9890 -2.9809 -2.2663 -5.658 2.164 -7.364
N -5.0925 0.1933 -0.3662 -1.164 -0.551 -1.412
N -6.7614 -1.4573 6.5502 -0.297 1.122 0.916
N -1.8764 -2.6844 4.8439 -0.379 -0.238 1.079
N -4.0589 1.0219 -3.5888 -0.272 2.522 -3.393
N 3.1456 1.8057 -0.1182 -1.167 0.539 1.003
N 5.0321 1.0628 -1.1240 0.772 -0.244 -0.379
N 10.3448 4.5155 -0.6453 1.136 0.638 -0.636
N 9.2767 -0.0932 0.8247 0.524 -0.190 -0.820
N 10.1716 3.1188 -3.9165 -0.755 0.175 1.036
N 11.5183 2.2896 -5.5354 0.892 -0.962 -0.946
N -6.6794 -3.2645 5.1901 -0.029 -0.872 -0.693
N -7.4897 2.0932 -1.5072 1.263 -0.536 -0.147
N -9.4767 3.0712 -1.9736 -1.220 0.844 -0.696
N -10.2602 -6.7789 6.6792 -1.385 -0.352 -0.056
N 8.4769 3.8737 0.4600 -1.048 -0.152 0.732
N -3.8778 0.3140 1.5396 0.177 0.150 0.499
N 8.0236 -0.3344 2.6939 -0.670 -0.217 1.349
N -0.6233 -2.4432 2.9747 1.122 0.057 -1.166
N -8.0235 -6.6142 6.9830 1.374 -0.178 0.311
C -0.5914 2.5190 -3.9201 -0.013 -0.771 -0.611
C -2.6417 -0.6720 -2.9577 0.284 -1.532 1.460
C -1.8066 -2.2325 3.5788 -0.435 0.026 0.274
C -8.7668 2.2943 -1.1356 -0.171 -0.397 0.725
C -1.6968 -1.4945 -4.0148 -2.274 -0.209 0.820
C 10.9425 3.3754 -4.9886 -0.080 0.780 -0.161
C -5.9950 -2.3116 5.8484 0.188 -0.228 -0.291
C 9.4941 3.5176 -0.3450 -0.156 -0.214 0.080
C 0.7938 1.6750 -4.2002 -0.046 0.759 1.630
C -0.3166 -0.8224 -4.5921 -0.372 -0.644 0.741
C 3.7442 1.4263 -1.2615 0.488 -0.239 -0.462
C -4.2630 0.9214 0.4028 0.681 0.555 0.870
C 0.6074 0.1313 -3.6307 0.852 0.921 -0.816
C -9.1454 -6.0467 6.5045 0.039 0.411 -0.193
C 0.1679 -2.6372 -3.2680 2.191 -1.374 3.270
C 8.0934 0.1175 1.4288 0.544 -0.123 -0.274
H -9.1022 3.4781 -2.8139 -0.055 -0.081 0.180
H 10.0247 2.1980 -3.5387 -0.006 0.213 0.088
H 1.1778 1.7346 -5.3040 -1.028 -0.408 1.966
H 2.1757 2.0872 -0.1776 0.388 -0.104 0.071
H -0.6381 3.5497 -4.5160 0.085 -2.296 1.434
H -2.9689 -1.4591 -2.1220 0.880 1.776 -1.866
H 11.3955 1.3540 -5.1867 0.004 0.198 -0.063
H -2.1181 0.2266 -2.4209 -1.221 -1.476 -1.299
H 7.1500 -0.1959 3.1849 0.374 -0.094 -0.149
H -6.2856 -0.7247 7.0605 -0.224 -0.276 -0.229
H -2.7500 -2.5459 5.3349 -0.092 -0.019 -0.050
H -6.1403 -3.9282 4.6494 -0.248 0.310 0.162
H -7.9986 -7.5115 7.4372 -0.017 0.183 -0.095
H -0.5688 -0.3899 -5.6524 1.018 -1.037 1.965
H 10.0579 -0.5491 1.2651 -0.201 0.095 -0.038
H -10.2754 -7.6791 7.1280 0.016 0.185 -0.090
H -5.4107 -0.7311 -0.1290 0.041 0.161 -0.005
H -5.4065 0.6137 -1.2312 0.427 -0.397 0.235
H -7.6817 -3.3487 5.2078 0.032 -0.220 0.110
H 3.6054 1.8234 0.7764 -0.038 -0.040 -0.205
H -10.4429 3.2475 -1.7307 0.407 -0.056 -0.116
H 11.1247 4.2898 -1.2488 -0.249 0.133 0.193
H 10.2462 5.4575 -0.3062 0.002 -0.183 -0.066
H 9.3713 0.2317 -0.1287 0.074 0.210 0.345
H -7.0796 2.4827 -2.3391 -0.048 0.014 0.177
H -4.1743 -0.6082 1.8110 0.317 0.102 0.129
H -3.2531 0.8278 2.1473 -0.248 -0.391 -0.196
H 5.5198 0.7701 -1.9606 -0.179 0.118 0.381
H 0.1579 -2.8991 3.4151 -0.188 0.087 -0.086
H 0.2309 0.1302 -2.5225 0.650 0.096 -2.077
H 9.7195 3.9086 -3.4746 0.114 -0.378 -0.139
H 8.3449 4.8043 0.8188 0.059 -0.171 -0.110
H -0.5287 -2.1183 2.0213 0.019 -0.169 0.344
H -7.1618 -6.0960 6.8719 -0.296 -0.191 0.070
H -7.7651 -1.5092 6.5922 0.180 -0.045 -0.054
H 7.8135 3.1522 0.7105 0.127 0.099 -0.093
H 5.5255 1.0671 -0.2474 0.187 -0.132 -0.055
H 8.7824 -0.7946 3.1678 -0.145 0.094 -0.129
H 1.7044 -0.3395 -3.6450 -2.630 0.903 0.126
H 1.6356 2.1872 -3.5298 -1.826 -1.380 -1.630
H -6.9203 1.5140 -0.9040 -0.293 0.411 -0.034
H 12.1069 2.4388 -6.3447 -0.248 -0.085 0.329
H -11.1268 -6.3878 6.3333 0.325 -0.184 0.144
H -0.7052 2.6884 -2.7574 0.156 -0.241 -2.428
H -1.1176 -3.1446 5.3178 -0.112 0.118 -0.182
H -2.4805 -1.9472 -4.7850 2.076 1.350 1.053
H -1.4796 1.8138 -4.2840 1.628 1.803 0.752
```
Forces are in eV/Å.

Calculated values
LUMO = -0.034 eV
total charge = 0
orbital gap = 9.04 eV

These are the Mulliken partial charges, in e, on atoms 1 to 6: number 1, O, carries -0.43; number 2, O, carries -0.71; number 3, O, carries -0.70; number 4, O, carries -0.42; number 5, O, carries -0.66; number 6, O, carries -0.71